(one)
A 4-piece molecular cluster, C12H12F4O12 overall, computed with wB97M-V/def2-TZVPD.

```
! wB97M-V def2-TZVPD RIJCOSX def2/J DEFGRID3
* xyz 0 1
O 2.453 -3.557 0.279
C 2.290 -3.069 1.393
O 1.273 -3.389 2.207
C 1.531 -2.813 3.497
C 2.493 -1.749 3.282
F 3.417 -1.823 4.259
O 2.979 -2.083 1.978
H 0.611 -2.587 4.035
H 1.942 -3.561 4.176
H 1.935 -0.823 3.418
O -0.241 -0.664 1.311
C -0.365 0.511 1.570
O 0.544 1.350 2.080
C -0.016 2.706 2.096
C -1.127 2.633 1.058
F -0.505 2.952 -0.049
O -1.468 1.219 1.174
H -0.418 3.001 3.065
H 0.789 3.384 1.812
H -1.910 3.388 1.127
O -1.417 -1.159 -3.408
C -2.241 -0.457 -2.922
O -3.552 -0.621 -2.960
C -4.324 0.363 -2.310
C -3.230 1.362 -2.104
F -3.212 2.025 -1.006
O -1.978 0.736 -2.401
H -5.024 0.747 -3.052
H -4.820 -0.096 -1.454
H -3.477 2.088 -2.880
O 3.605 -0.171 -3.805
C 2.756 -0.110 -2.967
O 2.360 -1.064 -2.226
C 1.229 -0.746 -1.515
C 1.280 0.745 -1.530
F 1.793 1.262 -0.435
O 2.021 1.045 -2.656
H 0.301 -1.173 -1.895
H 1.317 -1.166 -0.513
H 0.406 1.363 -1.731
*
```

Values from the calculation:
LUMO energy = 0.15 eV
SMILES = O=C1OC[C@@H](F)O1.O=C1OC[C@@H](F)O1.O=C1OC[C@@H](F)O1.O=C1OC[C@@H](F)O1
HOMO-LUMO gap = 10.628 eV

(two)
A 4-piece molecular cluster, C12H12F4O12 overall, computed with wB97M-V/def2-TZVPD.

```
! wB97M-V def2-TZVPD RIJCOSX def2/J DEFGRID3
* xyz 0 1
O -0.470 1.663 -1.112
C 0.319 2.542 -0.913
O 1.521 2.317 -0.421
C 2.213 3.669 -0.266
C 1.248 4.609 -0.936
F 1.893 5.036 -2.077
O 0.169 3.888 -1.314
H 2.384 3.828 0.789
H 3.095 3.693 -0.905
H 1.133 5.477 -0.333
O 0.645 4.765 5.617
C 0.672 3.898 4.860
O 0.152 3.996 3.607
C 0.062 2.671 3.148
C 1.221 2.015 3.866
F 2.393 2.332 3.148
O 1.272 2.725 5.117
H -0.880 2.175 3.463
H 0.176 2.622 2.043
H 1.155 0.953 4.038
O -1.302 -1.308 3.558
C -1.002 -1.363 2.440
O 0.233 -1.256 1.933
C 0.174 -1.333 0.507
C -1.331 -1.636 0.143
F -1.407 -2.949 -0.266
O -1.926 -1.462 1.392
H 0.442 -0.321 0.170
H 0.967 -2.012 0.186
H -1.860 -0.960 -0.578
O -1.245 -6.116 -6.543
C -1.216 -5.587 -5.489
O -1.320 -6.361 -4.368
C -1.586 -5.481 -3.284
C -1.249 -4.103 -3.857
F -0.233 -3.607 -3.016
O -0.948 -4.300 -5.200
H -2.570 -5.709 -2.888
H -0.952 -5.656 -2.467
H -2.040 -3.356 -3.792
*
```

Values from the calculation:
LUMO energy = 0.22 eV
SMILES = O=C1OC[C@@H](F)O1.O=C1OC[C@@H](F)O1.O=C1OC[C@@H](F)O1.O=C1OC[C@@H](F)O1
HOMO-LUMO gap = 11.785 eV

Of them, (two) has the highest stability.

(one)
A 4-piece molecular cluster, CH8O5 overall, computed with wB97M-V/def2-TZVPD.

```
! wB97M-V def2-TZVPD RIJCOSX def2/J DEFGRID3
* xyz 0 1
O -1.800 1.181 1.188
C -2.383 0.256 0.710
O -1.763 -0.957 0.537
H -3.437 0.173 0.419
H -1.001 -0.817 -0.061
O -0.150 -0.618 -1.797
H 0.209 -1.515 -1.778
H 0.535 -0.139 -1.305
O 1.827 -1.188 -0.218
H 2.284 -1.522 0.558
H 2.445 -0.586 -0.665
O 1.382 1.737 0.568
H 1.098 2.657 0.644
H 0.755 1.337 1.201
*
```

Values from the calculation:
LUMO energy = 0.43 eV
SMILES = O=CO.O.O.O
HOMO-LUMO gap = 11.242 eV

(two)
A 4-piece molecular cluster, CH8O5 overall, computed with wB97M-V/def2-TZVPD.

```
! wB97M-V def2-TZVPD RIJCOSX def2/J DEFGRID3
* xyz 0 1
O 1.212 -2.637 -0.742
C 1.646 -1.509 -0.891
O 1.052 -0.508 -0.274
H 2.537 -1.171 -1.432
H 1.215 0.308 -0.667
O 0.878 2.463 -0.291
H -0.045 2.053 -0.067
H 1.005 3.341 0.087
O -0.851 1.651 1.544
H -1.708 1.203 1.715
H -0.384 1.177 2.246
O -3.119 -0.504 0.269
H -3.373 -0.307 -0.659
H -2.491 -1.272 0.083
*
```

Values from the calculation:
LUMO energy = 0.48 eV
SMILES = O=CO.O.O.O
HOMO-LUMO gap = 11.211 eV

Of them, (one) has the highest stability.

(one)
An isolated ion of composition C4H10NS2 and charge +1, computed with wB97M-V/def2-TZVPD.

```
! wB97M-V def2-TZVPD RIJCOSX def2/J DEFGRID3
* xyz 1 1
C 0.737 0.577 1.697
C 0.160 0.125 0.327
C -1.010 0.989 -0.106
N 1.111 0.215 -0.836
S -0.159 -1.742 0.492
C -0.900 -2.060 -1.029
S -0.806 -3.435 -1.856
H 1.640 0.114 2.250
H 0.658 1.676 1.753
H -0.030 0.247 2.313
H -1.618 0.672 -0.938
H -0.507 1.972 -0.329
H -1.786 1.308 0.585
H 1.143 1.151 -1.391
H 1.990 0.217 -0.311
H 1.056 -0.634 -1.435
H -1.679 -1.393 -1.186
*
```

Values from the calculation:
LUMO energy = -4.59 eV
SMILES = CC(C)([NH3+])SC=S
HOMO-LUMO gap = 8.088 eV

(two)
A 2-piece molecular cluster, C4H10NS2 overall, computed with wB97M-V/def2-TZVPD.

```
! wB97M-V def2-TZVPD RIJCOSX def2/J DEFGRID3
* xyz 1 1
C -1.104 -2.126 1.668
C 1.469 0.101 0.394
C -0.591 1.679 -0.149
C 0.293 0.553 -0.437
N 0.251 0.202 -1.795
S -1.933 -3.099 2.702
S -1.609 -1.395 0.208
H -0.120 -1.863 1.936
H 2.550 0.259 0.152
H 1.300 0.389 1.405
H 1.344 -0.997 0.557
H -1.619 1.268 -0.554
H -0.318 2.642 -0.743
H -0.641 2.026 0.856
H 0.239 -0.899 -1.794
H -0.630 0.648 -2.194
H 1.120 0.614 -2.212
*
```

Values from the calculation:
LUMO energy (spin up / spin down) = -6.37 / -6.37 eV
HOMO-LUMO gap (spin up / spin down) = 5.246 / 5.248 eV

Of them, (one) has the highest stability.

(one)
A 2-piece molecular cluster, C15H18O2 overall, computed with wB97M-V/def2-TZVPD.

```
! wB97M-V def2-TZVPD RIJCOSX def2/J DEFGRID3
* xyz 0 1
C -2.797 -2.219 -1.655
C -1.955 -1.763 -2.806
C -0.490 -1.539 -2.418
C 0.195 -0.365 -2.895
C 1.455 0.038 -2.407
C 2.091 -0.841 -1.489
O 3.246 -0.463 -0.907
C 1.390 -1.931 -0.998
C 0.157 -2.342 -1.542
H -3.255 -3.214 -1.793
H -3.682 -1.633 -1.443
H -2.109 -2.282 -0.798
H -2.010 -2.393 -3.736
H -2.250 -0.796 -3.231
H -0.184 0.162 -3.757
H 1.943 0.752 -3.026
H 3.141 0.440 -0.586
H 1.778 -2.394 -0.089
H -0.278 -3.147 -0.957
C 0.593 3.094 -0.025
C 0.172 2.237 1.138
C 0.025 0.874 0.962
C -0.533 0.046 1.941
C -0.892 0.630 3.186
O -1.391 -0.126 4.230
C -0.589 1.965 3.402
C -0.104 2.773 2.399
H 1.682 3.051 -0.196
H 0.529 4.202 0.315
H 0.023 2.848 -0.959
H 0.296 0.570 -0.056
H -0.524 -1.014 1.813
H -0.771 -0.858 4.321
H -0.911 2.489 4.274
H 0.529 3.573 2.709
*
```

Values from the calculation:
LUMO energy = 0.69 eV
SMILES = CCc1ccc(O)cc1.Cc1ccc(O)cc1
HOMO-LUMO gap = 9.285 eV

(two)
A 2-piece molecular cluster, C15H18O2 overall, computed with wB97M-V/def2-TZVPD.

```
! wB97M-V def2-TZVPD RIJCOSX def2/J DEFGRID3
* xyz 0 1
C 2.581 1.761 2.744
C 1.467 0.810 2.440
C 0.398 1.297 1.448
C 0.645 1.657 0.117
C -0.447 1.694 -0.739
C -1.761 1.743 -0.275
O -2.868 1.993 -1.056
C -1.944 1.632 1.118
C -0.893 1.360 1.955
H 3.403 1.292 3.311
H 2.383 2.578 3.397
H 3.067 2.274 1.884
H 1.676 -0.168 2.017
H 0.952 0.633 3.400
H 1.708 1.804 -0.167
H -0.272 1.700 -1.812
H -2.640 2.058 -1.989
H -2.984 1.716 1.440
H -1.161 1.167 3.001
C 2.153 -2.656 -1.039
C 0.728 -2.142 -1.215
C 0.396 -1.289 -2.265
C -0.904 -0.937 -2.549
C -1.975 -1.283 -1.709
O -3.239 -1.002 -2.101
C -1.599 -2.001 -0.593
C -0.291 -2.488 -0.315
H 2.152 -3.599 -0.510
H 2.748 -1.796 -0.674
H 2.609 -2.858 -1.992
H 1.163 -0.940 -2.970
H -1.163 -0.379 -3.445
H -3.563 -0.167 -1.673
H -2.216 -2.386 0.223
H -0.308 -3.078 0.594
*
```

Values from the calculation:
LUMO energy = 0.73 eV
SMILES = CCc1ccc(O)cc1.Cc1ccc(O)cc1
HOMO-LUMO gap = 8.980 eV

Of them, (two) has the highest stability.